No. 1
Below is 2 unconnected molecules or ions with the total composition C4H6NO at a distorted geometry, with properties calculated with ωB97M-V/def2-TZVPD.

Structure (ORCA input):
```
! wB97M-V def2-TZVPD RIJCOSX def2/J DEFGRID3
* xyz 1 1
C -1.46882 -0.51015 0.10404
C -0.40819 1.07465 -1.31609
C 2.17349 -0.91822 2.41605
C -0.37548 -0.32788 -0.80429
N -0.33724 -0.55968 0.69445
O 1.25265 -0.26126 2.44631
H -2.52797 -0.37321 0.08990
H -0.65320 1.88760 -0.60229
H -1.15067 1.10462 -2.10772
H 0.50159 1.40631 -1.86591
H 3.14418 -1.30192 2.32572
H -0.15034 -1.22088 -1.38016
*
```

Energy above the lowest of the compared OMol25 structures with the same formula, charge and spin: 464.6 kJ/mol
HOMO: -13.2 eV
Calculated total energy: -285.54526 Eh
Largest force on an atom: 5.8 eV Å⁻¹

Here are the Löwdin charges for atoms 1 to 5, given in e: atom 1 (C): -0.06, atom 2 (C): -0.08, atom 3 (C): 0.36, atom 4 (C): -0.33, atom 5 (N): 0.11

---

No. 2
Below is a molecular structure, C25H41CeCl3N3O3SSi at a distorted geometry, with properties calculated with ωB97M-V/def2-TZVPD.

Structure (ORCA input):
```
! wB97M-V def2-TZVPD RIJCOSX def2/J DEFGRID3
* xyz 0 2
C -1.42760 -2.21912 -2.74782
C -1.01854 -3.25707 -1.74572
H -1.14477 -2.51820 -3.76423
H -0.97537 -1.23247 -2.54555
H -2.52075 -2.07506 -2.73425
C -0.51005 -4.45993 -2.04464
C -0.32437 -5.00795 -3.41427
H -0.19672 -5.11769 -1.23384
H -0.55785 -4.29213 -4.20868
H -0.96185 -5.88782 -3.56660
H 0.70997 -5.34776 -3.55033
Ce -0.05313 0.17061 0.48380
Cl -2.46011 0.02255 1.43829
Cl -0.27524 1.43791 -1.77402
H 0.74300 4.61966 4.07921
H -1.42792 5.57449 2.79045
C 1.09373 4.32627 3.08088
C -0.94154 5.18799 1.88806
N -0.05998 4.07622 2.21393
H 1.67704 3.40856 3.15300
C -0.26689 2.89174 1.68232
O 0.53156 1.90899 1.87110
H -1.70895 4.81601 1.20477
H -1.16064 2.77041 1.03537
H 1.70648 5.13072 2.65247
H -0.38779 5.99621 1.39502
H 1.56981 -1.78673 -2.59382
H 2.47626 -3.89195 -1.41522
C 2.39432 -1.20592 -2.15628
C 3.32282 -3.25443 -1.11209
N 2.88056 -1.87991 -0.94953
H 2.05036 -0.19003 -1.94167
C 2.83649 -1.33381 0.25937
O 2.25144 -0.23298 0.49000
H 3.71648 -3.60023 -0.14958
H 3.30596 -1.90776 1.08006
H 3.20959 -1.17075 -2.89069
H 4.10714 -3.29742 -1.87798
O -0.11407 -1.86953 -0.06573
C -1.11645 -2.81770 -0.29719
C 0.16892 -4.36820 1.28378
C -1.04211 -3.92394 0.75624
H 1.09941 -3.92219 0.92181
C 0.16668 -5.32669 2.30189
H -2.09522 -2.32031 -0.17892
C -2.24928 -4.46535 1.20747
H 1.11165 -5.59606 2.77489
C -1.03425 -5.92317 2.69495
C -2.24676 -5.49642 2.14360
H -3.17569 -4.06779 0.78401
H -1.02733 -6.71436 3.44357
H -3.19162 -5.95212 2.44075
Si -0.33926 4.75842 -4.92733
Cl -0.58222 3.28241 -6.37916
C 1.48721 4.76866 -4.52370
C -1.43151 4.22639 -3.51462
C -0.90314 6.39001 -5.65766
H 1.80564 3.77627 -4.17876
H 1.70882 5.49797 -3.73422
H 2.07621 5.03266 -5.41240
H -0.30208 6.65855 -6.53592
H -0.80680 7.19659 -4.91856
H -1.95515 6.33623 -5.96670
H -1.11925 3.23558 -3.15943
H -2.48042 4.16428 -3.83399
H -1.36083 4.92077 -2.66797
S 0.40809 -1.52159 3.04464
C 0.08442 -0.44051 4.28832
N -1.11844 -0.53111 4.95695
C -1.49483 0.35555 5.92933
C -0.65184 1.38749 6.27719
C 0.58198 1.51889 5.61767
C 0.96723 0.58155 4.66419
H -1.76255 -1.25113 4.63594
H -2.47324 0.17965 6.37344
H -0.94928 2.09248 7.05033
H 1.24137 2.34820 5.84046
H 1.91311 0.62833 4.13951
*
```

Energy above the lowest of the compared OMol25 structures with the same formula, charge and spin: 0.0 kJ/mol
HOMO (alpha / beta): -7.0 / -7.9 eV
Calculated total energy: -3910.86488 Eh
Expectation value of S²: 0.751
Largest force on an atom: 3.3 eV Å⁻¹

Here are the Löwdin charges for atoms 1 to 5, given in e: atom 1 (C): -0.03, atom 2 (C): -0.23, atom 3 (H): 0.06, atom 4 (H): 0.04, atom 5 (H): 0.10

---

No. 3
Below is a molecular structure, C40H50InN3Sb2, with properties calculated with ωB97M-V/def2-TZVPD.

Structure (ORCA input):
```
! wB97M-V def2-TZVPD RIJCOSX def2/J DEFGRID3
* xyz 2 1
In 0.27357 -1.04671 0.38373
C -1.73195 1.85673 -1.77574
C -0.64307 2.85665 -2.16804
C 0.75577 2.52539 -1.63684
Sb 0.83698 3.36240 0.37027
C 1.99197 5.08319 -0.07395
C 2.67141 5.70576 0.97123
C 3.39085 6.86865 0.73905
C 3.42499 7.42300 -0.53315
C 2.73792 6.81539 -1.57296
C 2.02058 5.64796 -1.34493
C 2.33551 2.24259 1.39884
C 3.70479 2.43608 1.21594
C 4.61857 1.84496 2.07918
C 4.17640 1.05212 3.13268
C 2.81747 0.84901 3.32561
C 1.90288 1.44755 2.46553
Sb -1.69826 0.93710 0.15997
C -3.22788 -0.51200 -0.07156
C -4.18151 -0.42565 -1.08331
C -5.17297 -1.39404 -1.18432
C -5.21473 -2.44764 -0.28166
C -4.26654 -2.53910 0.72864
C -3.27415 -1.57379 0.83246
C -2.45024 2.13796 1.69990
C -2.52777 1.61865 2.98588
C -3.08998 2.38932 3.99437
C -3.57482 3.65744 3.70869
C -3.49903 4.16534 2.41808
C -2.92953 3.40840 1.40579
H -1.69832 0.98699 -2.43801
H -2.73081 2.28477 -1.87419
H -0.94186 3.85733 -1.84295
H -0.63880 2.89362 -3.26086
H 1.53400 2.98157 -2.24738
H 0.93630 1.44533 -1.64792
H 2.65277 5.28606 1.97126
H 3.92180 7.34394 1.55315
H 3.98401 8.33146 -0.71238
H 2.75805 7.24948 -2.56382
H 1.48749 5.19486 -2.17277
H 4.06180 3.07975 0.42023
H 5.67818 2.01769 1.94134
H 4.89199 0.61068 3.81385
H 2.47018 0.25411 4.16119
H 0.83934 1.35459 2.67685
H -4.17481 0.39520 -1.79058
H -5.91877 -1.31896 -1.96467
H -5.99160 -3.19612 -0.36161
H -4.30234 -3.35663 1.43666
H -2.54689 -1.65433 1.63582
H -2.15934 0.62482 3.21715
H -3.15037 1.99741 5.00067
H -4.01464 4.25444 4.49600
H -3.87941 5.15407 2.19997
H -2.85372 3.82175 0.40676
C 3.38070 -1.05461 0.62993
N 2.36993 -1.52100 -0.34796
C 2.74996 -1.05222 -1.69227
C 2.33339 -3.01267 -0.29939
C 1.64491 -3.52190 0.94717
C 2.04023 -4.72550 1.51777
C 1.37170 -5.22258 2.62680
C 0.31349 -4.51702 3.18148
C -0.08020 -3.30948 2.62202
C 0.57336 -2.81439 1.49858
H 4.34897 -1.49746 0.38220
H 3.09555 -1.36904 1.63076
H 3.45709 0.02751 0.58873
H 3.71845 -1.46918 -1.97956
H 2.82428 0.03417 -1.68852
H 2.00438 -1.36222 -2.42290
H 3.35833 -3.38682 -0.36788
H 1.77824 -3.36847 -1.16929
H 2.87499 -5.27576 1.09940
H 1.68689 -6.15910 3.06683
H -0.19715 -4.90065 4.05454
H -0.89676 -2.76260 3.07862
C -0.50875 -4.87420 -3.77498
C -1.30923 -3.88334 -2.93813
C -2.13300 -4.62160 -1.88782
C -2.20835 -3.03149 -3.83524
N -0.28003 -3.06561 -2.23384
N -0.82921 -1.94337 -1.51906
H -1.18046 -5.56724 -4.27925
H 0.16931 -5.44989 -3.14493
H 0.07459 -4.36178 -4.54410
H -2.84461 -5.28588 -2.37747
H -2.72437 -3.94294 -1.26427
H -1.48709 -5.21751 -1.24244
H -2.84899 -3.67530 -4.43708
H -1.61780 -2.42254 -4.52623
H -2.87394 -2.38100 -3.26069
H 0.35086 -2.67960 -2.93123
H -1.57943 -2.33333 -0.94468
H -1.31167 -1.30897 -2.15869
*
```

Energy above the lowest of the compared OMol25 structures with the same formula, charge and spin: 0.0 kJ/mol
HOMO: -12.9 eV
Calculated total energy: -2388.51900 Eh
Largest force on an atom: 0.2 eV Å⁻¹

Here are the Löwdin charges for atoms 1 to 5, given in e: atom 1 (In): 0.82, atom 2 (C): -0.33, atom 3 (C): -0.37, atom 4 (C): -0.40, atom 5 (Sb): 1.51

---

No. 4
Below is a single C5H7IN2 molecule at a distorted geometry, with properties calculated with ωB97M-V/def2-TZVPD.

Structure (ORCA input):
```
! wB97M-V def2-TZVPD RIJCOSX def2/J DEFGRID3
* xyz 0 1
C 0.29817 -0.76294 -0.11055
C 0.84315 0.24409 0.63318
C -0.62032 -0.19203 -1.11133
C 1.85576 0.40867 1.71310
C -2.09482 -0.48116 -0.90020
N 0.29996 1.47398 0.20338
N -0.45757 1.36969 -0.72300
I 0.18406 -0.17530 -3.12856
H 0.75116 -1.73205 -0.19989
H 1.58033 1.33076 2.41510
H 2.90853 0.62155 1.29353
H 1.95780 -0.52367 2.40451
H -2.78042 -0.12066 -1.66760
H -2.40842 0.11291 -0.03422
H -2.31738 -1.57385 -0.78746
*
```

Energy above the lowest of the compared OMol25 structures with the same formula, charge and spin: 197.8 kJ/mol
HOMO: -9.1 eV
Calculated total energy: -601.84461 Eh
SMILES: CC1=C[C@](C)(I)N=N1
Largest force on an atom: 3.3 eV Å⁻¹

Here are the Löwdin charges for atoms 1 to 5, given in e: atom 1 (C): -0.09, atom 2 (C): -0.33, atom 3 (C): -0.87, atom 4 (C): -0.07, atom 5 (C): -0.12

---

No. 5
Below is a single C5H7N molecule at a distorted geometry, with properties calculated with ωB97M-V/def2-TZVPD.

Structure (ORCA input):
```
! wB97M-V def2-TZVPD RIJCOSX def2/J DEFGRID3
* xyz 0 1
N 3.01182 -0.01736 0.31939
C 2.01155 -0.48758 -0.01490
C 0.63290 -0.36366 -0.44681
C -0.50868 -0.99227 0.35579
C -1.31665 0.29461 0.07873
C 0.02249 1.03104 -0.12603
H 0.57408 -0.56522 -1.51835
H -0.86878 -1.96335 0.01560
H -0.22482 -1.04743 1.41217
H -1.86625 0.22095 -0.86428
H -1.98440 0.65380 0.86298
H 0.41015 1.43053 0.81868
H 0.10659 1.80593 -0.89295
*
```

Energy above the lowest of the compared OMol25 structures with the same formula, charge and spin: 118.9 kJ/mol
HOMO: -11.1 eV
Calculated total energy: -249.42795 Eh
SMILES: N#CC1CCC1
Largest force on an atom: 1.7 eV Å⁻¹

Here are the Löwdin charges for atoms 1 to 5, given in e: atom 1 (N): 0.15, atom 2 (C): -0.19, atom 3 (C): -0.33, atom 4 (C): -0.14, atom 5 (C): -0.17

---

No. 6
Below is a single C3H6N2S molecule at a distorted geometry, with properties calculated with ωB97M-V/def2-TZVPD.

Structure (ORCA input):
```
! wB97M-V def2-TZVPD RIJCOSX def2/J DEFGRID3
* xyz 0 1
C -1.03108 0.09284 0.61952
C 1.59630 0.27908 0.47592
C 1.08980 0.02685 -0.86094
N 0.21758 0.50760 0.19470
N -1.94694 -0.24823 -0.33904
S -1.31315 0.03278 2.23167
H 1.77212 -0.64203 1.08025
H 2.14092 1.18160 0.86742
H 1.08772 0.82533 -1.64466
H 1.05007 -0.99599 -1.37597
H -1.71552 -0.77861 -1.23626
H -2.94780 -0.28121 -0.01260
*
```

Energy above the lowest of the compared OMol25 structures with the same formula, charge and spin: 201.9 kJ/mol
HOMO: -8.2 eV
Calculated total energy: -625.54507 Eh
SMILES: NC(=S)N1CC1
Largest force on an atom: 3.7 eV Å⁻¹

Here are the Löwdin charges for atoms 1 to 5, given in e: atom 1 (C): -0.96, atom 2 (C): -0.14, atom 3 (C): -0.14, atom 4 (N): -0.13, atom 5 (N): 0.05

---

No. 7
Below is a molecular structure, C7H28HgO7 at a distorted geometry, with properties calculated with ωB97M-V/def2-TZVPD.

Structure (ORCA input):
```
! wB97M-V def2-TZVPD RIJCOSX def2/J DEFGRID3
* xyz 2 1
Hg 15.58053 15.16398 -13.20085
C 13.03330 16.72563 -11.47568
O 13.70202 15.47168 -11.77488
H 13.37960 17.42640 -12.23535
H 11.96926 16.49003 -11.45501
H 13.18652 17.09143 -10.46039
H 13.00664 14.82666 -11.62654
C 18.42323 13.44591 -12.29157
O 17.72933 14.72484 -12.38725
H 18.72583 13.18300 -11.27796
H 17.67668 12.65401 -12.35201
H 19.13842 13.34492 -13.10792
H 18.39950 15.26646 -11.96403
C 13.53975 17.36966 -14.79737
O 13.94610 15.92457 -14.73236
H 12.60504 17.47606 -14.24681
H 14.30909 18.03270 -14.40166
H 13.28593 17.65882 -15.81721
H 13.58753 15.51864 -15.52498
C 16.62149 17.64363 -11.16260
O 15.97853 17.38599 -12.45578
H 16.00088 18.31376 -10.56773
H 16.70038 16.70691 -10.61085
H 17.59263 18.07015 -11.41376
H 15.81324 18.25577 -12.82694
C 18.11287 16.63795 -15.03875
O 16.76971 16.09406 -15.11532
H 18.36603 17.06775 -16.00792
H 18.06031 17.46531 -14.33107
H 18.91932 15.97266 -14.73031
H 16.54089 16.20998 -16.04042
C 14.79715 12.11507 -11.92560
O 15.40842 13.34424 -11.57518
H 14.25276 11.69560 -11.07957
H 14.13956 12.13562 -12.79465
H 15.62843 11.41318 -11.99218
H 15.03230 13.47675 -10.70192
C 16.39035 12.65658 -15.35445
O 15.35233 13.30833 -14.67472
H 16.21476 12.31374 -16.37412
H 17.11468 13.47111 -15.35541
H 16.80036 11.81037 -14.80316
H 14.62628 12.84891 -15.10294
*
```

Energy above the lowest of the compared OMol25 structures with the same formula, charge and spin: 38.7 kJ/mol
HOMO: -17.3 eV
Calculated total energy: -962.87223 Eh
Largest force on an atom: 3.2 eV Å⁻¹

Here are the Löwdin charges for atoms 1 to 5, given in e: atom 1 (Hg): 1.28, atom 2 (C): -0.07, atom 3 (O): -0.20, atom 4 (H): 0.06, atom 5 (H): 0.11

---

- What is the formula in the second record?
  C25H41CeCl3N3O3SSi